This record from the OMol25 dataset describes C25H39Ge2O2ReS5Se2 as an isolated structure. The level of theory is ωB97M-V/def2-TZVPD.

As for the max |F|: 1.16 eV Å⁻¹. Its spin multiplicity is 2. As for the charge: +1. The frontier orbital gap (spin up / spin down) comes out at 6.6 / 6.7 eV. For the energy relative to the best compared isomer or geometry (same formula, charge and spin), the calculation gives 203.5 kJ/mol. The HOMO energy (spin up / spin down) comes out at -10.637 / -10.561 eV.

Geometry as XYZ:
```
76
Properties=species:S:1:pos:R:3:forces:R:3
Re -0.592145 -0.629734 0.468015 0.2 1.0 -0.6
C -3.429311 1.391745 -1.018178 0.0 0.0 0.1
C -3.617921 0.001249 -1.612931 0.0 -0.1 0.0
Ge -1.905988 -0.960915 -1.819513 -0.1 -0.1 0.1
C -2.172230 -2.866203 -2.229553 0.0 0.0 0.0
C -0.878866 -3.664219 -2.100064 0.0 0.0 0.0
C -1.032056 -0.215695 -3.388515 0.1 0.1 0.1
C 0.237969 0.193304 -3.299885 0.0 0.1 0.0
Ge 0.940038 -0.111445 -1.497879 -0.2 -0.6 0.2
C 2.580697 -1.210467 -1.477851 0.0 0.1 0.0
C 3.829335 -0.804090 -2.250617 0.0 0.0 0.0
C 0.601006 1.610973 -0.403226 0.0 -0.1 0.1
C 1.247888 2.770590 -1.188990 -0.1 0.0 -0.1
C 1.038085 0.768625 -4.409148 -0.1 -0.1 -0.1
C 2.251657 1.403365 -4.164685 0.0 0.0 0.1
C 2.997623 1.959616 -5.192167 0.0 0.0 -0.1
C 2.536209 1.884696 -6.496771 0.0 0.0 0.0
C 1.329223 1.250765 -6.761401 0.0 0.0 0.0
C 0.590021 0.699124 -5.730783 0.0 0.0 0.0
H -4.377692 1.916158 -0.894746 0.0 0.0 0.0
H -2.792148 2.009263 -1.655527 0.0 0.0 0.0
H -2.953723 1.332048 -0.030042 0.0 0.0 0.0
H -4.074049 0.074085 -2.603398 0.0 0.0 0.0
H -4.280456 -0.604897 -0.991875 0.0 0.0 0.0
H -2.533607 -2.907582 -3.260605 -0.1 0.0 0.0
H -2.961863 -3.277931 -1.599891 0.0 0.0 0.0
H -0.132104 -3.308201 -2.814024 0.0 0.0 0.0
H -1.038383 -4.725584 -2.291585 0.0 0.0 0.0
H -0.449540 -3.567548 -1.097935 0.0 0.0 0.0
H -1.583263 -0.144221 -4.324252 0.0 0.1 0.0
H 2.186026 -2.146026 -1.890063 0.0 0.0 0.0
H 2.815151 -1.432652 -0.435418 0.0 0.0 0.0
H 3.626696 -0.726953 -3.317183 0.0 0.0 0.0
H 4.608879 -1.554929 -2.113786 0.0 0.0 0.0
H 4.234831 0.152574 -1.917399 0.0 0.0 0.0
H 0.981700 1.657971 0.616018 0.0 0.1 0.0
H -0.480600 1.809728 -0.386484 0.0 0.0 0.1
H 2.333308 2.673491 -1.215380 0.0 0.0 0.0
H 1.007853 3.716988 -0.703986 0.0 0.0 0.0
H 0.877741 2.812647 -2.211832 0.0 0.0 0.0
H 2.624932 1.468945 -3.149084 0.0 0.0 0.0
H 3.937453 2.448629 -4.973695 0.0 0.0 0.0
H 3.113985 2.313473 -7.303950 0.0 0.0 0.0
H 0.966449 1.182167 -7.778043 0.0 0.0 0.0
H -0.340119 0.197654 -5.957405 0.0 0.0 0.0
O -3.001906 0.815713 2.991927 0.0 0.0 0.0
C -3.529988 -0.205858 3.834577 0.1 0.0 0.1
C -2.466933 -1.287605 4.046389 0.0 0.0 0.0
C -2.804533 -1.960692 5.402586 0.0 0.1 0.0
O -1.897395 -2.984445 5.743197 0.0 0.0 0.0
C -2.468505 -2.391245 2.989473 0.0 0.0 0.0
Se -2.360347 -2.038723 1.052305 0.1 -0.3 0.0
C -1.074875 -0.685701 4.219982 -0.1 0.0 0.1
Se -0.413781 0.397675 2.735656 0.0 0.1 0.2
H -3.676012 1.479963 2.812830 0.0 0.0 0.0
H -4.427192 -0.648219 3.392915 0.0 0.0 0.0
H -3.799306 0.229090 4.803150 0.0 0.0 0.0
H -3.836938 -2.324844 5.372404 0.0 0.0 0.0
H -2.741211 -1.209594 6.194740 0.0 0.0 0.0
H -2.243598 -3.838740 5.470527 0.0 0.0 0.0
H -3.388224 -2.974992 3.081827 0.0 0.0 0.0
H -1.631385 -3.064828 3.180405 -0.1 0.0 0.0
H -0.340424 -1.473366 4.382286 0.0 0.0 0.0
H -1.039630 -0.001502 5.069055 0.0 0.0 0.0
C 2.010154 2.319335 5.619913 0.0 0.0 0.0
S 2.269440 0.655817 4.950099 0.0 0.0 0.0
C 2.966444 1.020309 3.387159 0.0 0.0 0.1
C 2.630477 0.416165 2.232030 0.0 -0.1 -0.2
S 1.341431 -0.809370 2.092826 -0.1 -0.2 0.0
S 3.610590 0.792250 0.834690 0.0 0.0 0.0
C 4.605945 2.003489 1.588491 0.0 0.0 -0.1
S 5.709468 2.866931 0.773103 0.0 0.0 0.0
S 4.284536 2.160048 3.291900 0.0 0.0 0.0
H 1.570258 2.168491 6.603657 0.0 0.0 0.0
H 1.323776 2.882641 4.991188 0.0 0.0 0.0
H 2.950971 2.851224 5.734424 0.0 0.0 0.0
```
Forces are in eV/Å.

This record from the OMol25 dataset describes an isolated ion of composition C6H12NS and charge +1. The level of theory is ωB97M-V/def2-TZVPD.

As for the max |F|: 4.65 eV Å⁻¹. As for the charge: +1. The frontier orbital gap comes out at 9.0 eV. For the energy relative to the best compared isomer or geometry (same formula, charge and spin), the calculation gives 435.0 kJ/mol. The HOMO energy comes out at -12.622 eV.

Geometry as XYZ:
```
20
Properties=species:S:1:pos:R:3:forces:R:3
C -1.556181 0.749699 -1.184905 -0.4 4.3 1.0
C -2.592552 0.288791 -0.134355 0.8 -1.0 -2.1
C -1.750343 -0.046193 1.002196 2.4 -0.1 -0.9
C -0.260346 0.615627 -0.365701 -1.1 -3.4 2.4
C 3.402973 0.247108 -0.001822 -2.6 2.1 3.2
C 2.149885 -0.409542 0.567714 -1.4 -1.0 2.0
N -2.191812 -1.166564 0.110411 0.1 -1.8 0.5
S 0.884189 -0.735019 -0.739747 -1.0 1.4 0.3
H -1.537090 0.359919 -2.185309 -0.3 -0.5 -0.3
H -1.633037 1.913050 -1.281585 -0.3 -1.9 -0.2
H -3.691964 0.389950 -0.146486 0.7 0.3 -0.2
H -1.683589 -0.022822 2.100176 -0.8 -0.2 -0.8
H 0.141636 1.427521 0.245323 -0.1 0.0 -0.7
H 4.013411 -0.458123 -0.405542 1.9 -1.7 -1.3
H 2.913651 0.888744 -0.745191 1.4 0.7 0.2
H 3.865262 0.720318 0.954831 -0.3 -0.3 -2.2
H 1.576681 0.278404 1.322636 1.3 -1.3 -1.3
H 2.327805 -1.422835 1.089232 -0.3 1.6 -0.7
H -2.936078 -1.888680 0.156480 -0.1 1.2 1.2
H -1.442507 -1.729352 -0.358356 0.1 1.4 -0.1
```
Forces are in eV/Å.

This record from the OMol25 dataset describes C38H42Br2F5KN5OSSi as an isolated structure. The level of theory is ωB97M-V/def2-TZVPD.

As for the max |F|: 0.82 eV Å⁻¹. As for the charge: -1. The frontier orbital gap comes out at 5.9 eV. For the energy relative to the best compared isomer or geometry (same formula, charge and spin), the calculation gives 71.5 kJ/mol. The HOMO energy comes out at -3.950 eV.

Geometry as XYZ:
```
96
Properties=species:S:1:pos:R:3:forces:R:3
K -0.247880 -0.157062 1.268827 0.4 -0.6 0.4
C 5.524679 -0.510787 0.260776 0.0 -0.1 0.0
C 5.071207 0.694852 -0.565424 0.1 0.1 0.0
N 3.640317 0.724626 -0.824834 -0.1 0.0 0.0
C 3.299423 1.512567 -2.001375 -0.1 0.1 0.0
C 3.921205 1.032984 -3.303493 0.0 0.0 0.0
C 2.853411 1.232966 0.295312 0.1 0.1 0.0
C 2.845123 0.427229 1.588632 0.1 0.0 -0.1
N 2.304107 -0.897750 1.369908 0.3 0.1 0.1
C 2.175981 -1.716255 2.407369 0.0 0.0 -0.1
C 1.594403 -3.000637 2.173149 0.0 -0.1 0.1
F 1.235154 -3.307409 0.902008 0.0 0.0 0.0
C 1.381417 -3.932185 3.153208 0.0 0.0 0.0
F 0.821082 -5.114586 2.809013 0.0 0.0 0.0
C 1.718858 -3.708606 4.482160 0.0 0.0 -0.1
C 2.282269 -2.477060 4.746305 0.0 0.1 0.1
F 2.643269 -2.180552 6.018030 0.0 0.0 -0.1
C 2.501801 -1.518953 3.780018 0.1 0.0 0.1
F 3.080850 -0.355255 4.192031 0.0 0.0 0.0
H 6.450470 -0.923411 -0.141377 0.0 0.0 0.0
H 4.757787 -1.284245 0.238662 0.0 0.0 0.0
H 5.701323 -0.264880 1.305410 0.0 0.0 0.0
H 5.577244 0.649335 -1.529577 0.0 0.0 0.0
H 5.401089 1.639325 -0.091259 0.0 0.0 0.0
H 3.539664 2.584632 -1.848082 0.0 0.0 0.0
H 2.210977 1.465706 -2.100717 0.0 0.0 0.0
H 3.833030 -0.048174 -3.398064 0.0 -0.1 0.0
H 3.400886 1.486513 -4.147447 0.0 0.0 0.0
H 4.973520 1.298193 -3.395356 0.0 0.0 0.0
H 1.827884 1.338508 -0.064515 0.0 -0.1 0.1
H 3.189727 2.259479 0.550184 0.0 0.0 0.0
H 2.245176 1.035514 2.289543 0.0 -0.1 0.0
H 3.848620 0.411898 2.026959 0.0 0.1 0.0
H 1.537272 -4.439058 5.251461 0.0 0.0 0.1
Br -4.202517 -5.189961 -4.628459 0.0 0.0 0.0
C -3.375406 -3.645153 -3.923252 0.0 0.2 0.1
C -4.140641 -2.555956 -3.543136 0.0 -0.1 0.0
C -3.467119 -1.457721 -3.027139 -0.1 -0.1 0.0
N -2.152264 -1.388314 -2.879772 0.1 -0.1 -0.1
C -1.433298 -2.452241 -3.236481 0.0 -0.1 -0.1
C -2.004036 -3.609014 -3.769563 -0.1 0.1 0.1
C 0.040022 -2.407219 -3.013172 -0.1 0.0 -0.2
C 0.898001 -2.999524 -3.934193 0.1 0.0 0.1
C 2.251565 -2.991141 -3.637366 -0.1 0.1 0.2
Br 3.484293 -3.745459 -4.858688 0.0 0.0 0.0
C 2.691637 -2.429742 -2.457746 0.0 0.0 0.0
C 1.745084 -1.854104 -1.611336 0.2 0.0 -0.1
N 0.448491 -1.822508 -1.891352 -0.1 0.0 0.1
H -5.217103 -2.557173 -3.633274 0.0 0.0 0.0
H -4.029103 -0.587416 -2.709666 -0.1 0.0 0.0
H -1.395109 -4.464706 -4.018851 0.0 0.0 0.0
H 0.533630 -3.433307 -4.853580 0.0 0.0 0.0
H 3.734350 -2.413889 -2.178887 0.1 0.0 0.0
H 2.051068 -1.430145 -0.658599 0.1 0.0 0.0
C -2.827906 3.158731 3.987421 0.1 -0.1 0.1
Si -1.941745 1.487377 4.072476 -0.1 -0.1 0.0
C -0.091667 1.851565 4.016138 -0.2 0.0 -0.1
C -2.307185 0.722278 5.763475 0.0 0.1 -0.1
N -2.297652 0.475607 2.763813 0.2 0.1 0.1
C -3.455629 -0.076489 2.410231 -0.3 -0.1 -0.1
C -4.717175 0.084756 3.044819 -0.1 0.0 0.1
C -5.876528 -0.530956 2.606228 -0.1 0.0 0.1
C -5.889471 -1.362183 1.495645 0.0 -0.1 -0.1
C -4.682854 -1.557485 0.821308 0.0 0.1 0.1
C -3.556512 -0.926970 1.274303 0.2 0.0 0.0
F -2.390959 -1.137508 0.556565 -0.4 -0.2 -0.1
H -2.625491 3.764025 4.873287 0.0 0.1 0.1
H -3.907061 3.037925 3.901544 -0.1 0.0 0.0
H -2.490704 3.718056 3.114983 0.0 0.0 -0.1
H 0.217129 2.575857 4.769399 0.0 0.1 0.1
H 0.174601 2.268406 3.042753 0.0 0.0 -0.1
H 0.498880 0.948980 4.178150 0.1 -0.1 0.0
H -2.330510 1.478964 6.549677 0.0 0.1 0.1
H -1.538837 -0.004235 6.025195 0.1 -0.1 0.0
H -3.263029 0.201538 5.768307 -0.1 0.0 0.0
H -4.766213 0.720544 3.919951 0.0 0.0 0.0
H -6.793820 -0.353160 3.157023 0.0 0.0 0.0
H -6.793056 -1.852008 1.160462 0.0 0.0 0.0
H -4.597541 -2.196313 -0.048845 0.0 0.0 0.0
C -2.800428 1.725275 -1.313256 -0.1 0.2 -0.2
S -1.044993 1.424236 -1.472761 0.3 -0.1 0.4
O -0.473077 1.827857 -0.141881 -0.1 0.5 -0.6
C -0.626545 2.748684 -2.594945 -0.1 0.1 0.0
C -0.045279 3.902043 -2.093674 0.0 -0.1 -0.1
C 0.354262 4.891420 -2.981617 0.0 0.0 0.1
C 0.177499 4.717995 -4.344735 0.0 0.0 -0.1
C -0.393938 3.549978 -4.834292 0.0 0.0 -0.1
C -0.791454 2.553051 -3.958693 0.0 0.1 0.0
H -2.943071 2.736607 -0.934299 0.0 0.0 0.0
H -3.184089 0.993760 -0.607927 0.0 -0.1 0.1
H -3.272684 1.600821 -2.286287 0.0 0.0 0.0
H 0.101250 3.988342 -1.026608 0.0 0.0 0.1
H 0.813840 5.795436 -2.604731 0.0 0.0 0.0
H 0.499271 5.488073 -5.032708 0.0 0.0 0.0
H -0.515258 3.411519 -5.900574 0.0 0.0 0.0
H -1.207265 1.624833 -4.328252 0.0 -0.1 0.0
```
Forces are in eV/Å.

| no. | energy (eV) |
| --- | --- |
| 1 | -330674.5710 |
| 2 | -18730.7454 |
| 3 | -238298.6992 |